Formula: C45H130N10O15
Source: OMol25
Level of theory: ωB97M-V/def2-TZVPD

Frontier orbital gap   9.0 eV
E_HOMO   -8.70 eV
Energy relative to the best compared isomer or geometry (same formula, charge and spin)   48.65 kJ/mol

Geometry as XYZ:
```
200
Properties=species:S:1:pos:R:3:forces:R:3
C -0.11698 -2.72328 -4.42870 -0.0233 0.7924 -0.2782
C -0.34055 -2.90586 -5.92245 0.0202 2.0760 0.1417
C 0.70278 -2.06321 -6.71361 0.0512 -1.8066 0.3511
O 0.60917 -0.73260 -6.37630 -0.4529 1.8542 -0.2315
C 1.33363 0.14798 -7.23982 0.4562 -0.5451 0.3974
N -0.31876 -4.27913 -6.28051 0.4945 -0.9475 -0.3329
H 0.85527 -3.10122 -4.11248 -0.1255 -0.3560 0.0081
H -0.95251 -3.13136 -3.85997 0.1751 -0.3120 0.1397
H -0.10672 -1.65119 -4.23217 -0.0560 0.0715 0.1321
H -1.34533 -2.54895 -6.14860 -0.1129 0.8380 -0.0365
H 0.68630 -2.20862 -7.79374 -0.6170 -0.0696 -0.3287
H 1.65527 -2.50956 -6.42789 0.6202 0.1365 0.2266
H 1.09781 0.04395 -8.29890 -0.2632 -0.3915 -0.0776
H 2.39243 -0.07002 -7.10007 0.2897 0.1109 -0.1943
H 1.17881 1.20120 -7.00563 -0.3492 -0.2239 0.4944
H -0.44351 -4.30563 -7.28243 -0.1182 -0.4857 -0.2515
H -1.16884 -4.63082 -5.86364 -0.0168 -0.7094 -0.1328
C 1.73951 -4.19313 -1.30406 -0.8865 -0.2101 -0.6503
C 1.16238 -5.21240 -0.31564 1.1980 -0.1345 -1.3856
C 0.59360 -6.49813 -0.98907 -0.8640 1.2254 0.1406
O 0.01129 -7.35384 -0.01359 0.9048 0.4590 -0.2626
C -0.72583 -8.43271 -0.51039 -0.9216 -0.6726 0.5395
N 2.30771 -5.54233 0.51089 -0.5604 -0.4486 1.0527
H 2.39326 -4.65156 -2.04606 0.2031 -0.1622 0.0485
H 2.30329 -3.44731 -0.74370 -0.1343 0.0547 -0.0727
H 0.93916 -3.72024 -1.87318 0.0232 0.2333 0.0108
H 0.42264 -4.64853 0.25263 -0.2228 -0.5533 0.3425
H 1.32593 -7.02532 -1.60051 0.5016 -0.0453 0.1950
H -0.14473 -6.13645 -1.70473 -0.5653 -0.1676 -0.1501
H -1.68142 -8.10710 -0.92140 -0.0825 0.1644 -0.2367
H -0.96060 -9.07634 0.33739 -0.0638 0.2011 0.2236
H -0.27496 -9.13501 -1.21154 0.7221 0.5029 -0.3931
H 1.93320 -6.23713 1.14104 0.4649 -0.4051 0.5697
H 2.99424 -6.01337 -0.06087 0.1833 -0.1089 -0.1319
C 2.81922 5.46804 -3.68836 0.4804 0.5551 -0.3561
C 2.59673 4.03850 -3.25584 -1.8028 0.6946 0.4996
C 1.09117 3.78811 -2.94061 -0.2587 0.1562 1.4126
O 0.61444 4.65294 -1.90288 0.0130 0.3909 -0.3223
C -0.74609 4.43572 -1.51823 0.5634 -0.1349 0.8953
N 2.95662 3.09645 -4.28991 0.4463 -0.1672 -0.2557
H 3.89198 5.63471 -3.78579 0.1726 0.1090 0.0206
H 2.43062 6.24826 -3.03387 -0.1291 -0.2906 0.1856
H 2.41267 5.63127 -4.68644 -0.2584 0.0102 -0.0688
H 3.25030 3.84964 -2.40422 -0.3637 -0.2154 0.3753
H 0.90560 2.77387 -2.58709 0.3216 -0.4455 -0.1978
H 0.43272 3.94672 -3.79464 0.2920 0.0237 -0.6372
H -1.00745 5.18885 -0.77486 0.1786 0.3231 -0.2413
H -0.83287 3.50588 -0.95611 -0.0511 -0.4159 -0.3232
H -1.50043 4.45710 -2.30475 0.2966 -0.0127 -0.4193
H 2.39168 3.28366 -5.10593 -0.2209 -0.1145 -0.2310
H 3.89727 3.33790 -4.56737 0.3469 -0.2122 -0.2445
C 6.00129 -1.51084 -1.91702 0.4345 -0.7066 -0.7159
C 5.65578 -1.41512 -0.45958 1.5396 -0.7950 -0.2620
C 6.62369 -2.28334 0.41787 -2.6792 -0.1428 -0.3142
O 6.61194 -3.67055 0.00697 -0.1339 0.1235 -0.4681
C 5.34797 -4.38578 0.04186 0.4128 0.3110 1.5693
N 5.84333 -0.02637 -0.07288 -0.7988 0.2058 0.4465
H 5.89725 -2.52956 -2.29049 0.0292 -0.0479 -0.1423
H 7.04002 -1.20736 -2.04752 0.1768 -0.0420 -0.1673
H 5.38479 -0.84380 -2.51959 -0.1541 0.0042 0.0443
H 4.63463 -1.79109 -0.39643 -0.2514 0.4095 0.7675
H 6.26201 -2.17298 1.44017 -0.1858 -0.3166 0.3189
H 7.59829 -1.79681 0.45718 0.4351 -0.7880 -0.6645
H 5.51085 -5.46354 0.04060 0.7319 0.0670 -0.3552
H 4.55528 -4.20835 -0.68495 0.5165 0.7189 -0.5659
H 4.87763 -4.24900 1.01560 -0.1135 0.3950 0.2272
H 6.81745 0.18530 -0.23531 0.4001 0.0433 0.2119
H 5.39116 0.48075 -0.82019 -0.3712 0.5915 0.0239
C 2.00406 -0.11180 5.69679 1.0732 1.0960 -1.5469
C 1.90971 0.87680 6.86501 0.2103 -0.8955 -1.1031
C 0.95127 2.07446 6.57792 -0.5580 -0.3560 0.1422
O 1.28579 2.97098 5.51837 -0.4835 0.1392 -0.1327
C 0.15499 3.81337 5.12675 0.8731 -1.0064 -0.3512
N 1.48119 0.02691 7.96519 -1.3039 0.6837 1.4890
H 1.09578 -0.37029 5.15244 -0.5046 0.2437 0.4435
H 2.47154 -1.05510 5.97917 0.1399 0.1481 0.1586
H 2.63578 0.35490 4.94100 0.1762 -0.1864 -0.3806
H 2.90482 1.24600 7.11309 0.0731 0.0968 -0.1281
H 0.77950 2.68059 7.46741 0.0724 -0.2142 0.4027
H 0.00820 1.60695 6.29481 -0.4548 -0.1359 0.1594
H -0.72189 3.23627 4.83325 -0.0173 -0.4703 0.2466
H 0.46261 4.29842 4.20036 0.1891 0.3047 0.3052
H -0.18254 4.52716 5.87820 0.4035 0.0583 0.2111
H 2.00159 -0.83794 8.00154 0.7086 0.2823 -0.0494
H 0.57511 -0.34502 7.71866 -0.6081 0.2051 0.0922
C -7.10772 -0.72470 -0.39692 0.4197 -0.6123 -1.0176
C -5.83519 -1.36456 0.23303 -0.9637 0.4459 0.7177
C -4.67049 -1.74922 -0.67142 0.8890 -0.3801 -1.3057
O -3.50246 -2.23645 0.01881 -1.4126 0.6235 2.1715
C -2.46777 -2.74041 -0.73872 -0.2446 -0.4601 -1.1172
N -5.45981 -0.34624 1.18410 0.8077 -0.0250 0.4837
H -6.77676 0.21865 -0.83126 -0.0239 -0.0565 -0.6040
H -7.90464 -0.39459 0.26944 0.5242 -0.4780 0.8115
H -7.62581 -1.35572 -1.11908 0.2843 0.0682 -0.4131
H -6.08200 -2.27289 0.78270 -0.2390 -0.0753 0.1644
H -4.29620 -0.89751 -1.23939 -0.4471 0.2193 -0.2656
H -4.91845 -2.54006 -1.37936 -0.4584 -0.0419 -0.2827
H -1.58831 -3.03243 -0.16481 -0.2621 0.3000 0.5461
H -2.15242 -1.99264 -1.46637 0.1534 -0.1260 -0.4648
H -2.86829 -3.64875 -1.18884 0.4159 -0.1917 -0.7374
H -4.54647 -0.59426 1.53679 0.0480 0.0038 0.8483
H -5.22551 0.49554 0.67753 -0.3695 0.5173 -0.3415
C -1.93184 2.87978 2.23384 0.2720 -0.8062 0.0813
C -3.20022 3.00977 3.05400 -0.1868 0.8517 -0.0564
C -3.64108 4.45148 3.06601 -0.4943 1.2671 1.5792
O -2.79388 5.22664 3.94930 0.1596 1.0828 -0.6880
C -3.30475 6.58166 3.99951 0.1647 -0.5627 -0.0467
N -4.27231 2.16868 2.51977 0.3353 -0.1675 0.0566
H -2.06973 2.91185 1.15308 -0.4971 0.3486 -0.0408
H -1.53347 1.87995 2.40632 0.4272 -0.0280 0.1302
H -1.19171 3.63080 2.51004 -0.0405 -0.1036 0.0796
H -3.03297 2.71221 4.08917 0.4490 0.1600 0.1792
H -4.59766 4.65141 3.54880 -0.7802 -0.9280 -0.2338
H -3.75075 4.89146 2.07480 0.5292 -0.0060 -0.3408
H -3.36979 7.00746 2.99823 -0.0502 -0.0437 -0.1720
H -2.70909 7.27288 4.59575 0.5421 -0.5842 0.0503
H -4.29270 6.61101 4.45906 -0.2981 -0.2365 -0.0788
H -3.87845 1.23870 2.53016 0.0784 -0.6874 -0.4265
H -4.99222 2.07585 3.22207 -0.4489 0.2695 0.0326
C 2.15979 2.37865 2.09874 0.7444 1.4403 1.3758
C 2.83582 2.30967 0.76568 -1.4728 0.6032 -0.8155
C 4.25082 2.91021 0.71508 -0.6763 -0.3384 0.6139
O 4.29345 4.26616 1.16738 -0.2348 -0.1243 -0.7640
C 3.89445 5.21581 0.16770 0.2654 0.0557 0.2851
N 2.72050 0.92346 0.35495 0.5210 -0.4677 -0.6171
H 1.13756 2.01177 2.19114 0.2104 -0.3755 -0.4815
H 2.13843 3.40255 2.47193 -0.0094 0.2449 -0.0109
H 2.82228 1.88369 2.80882 -0.2620 -0.4234 0.2864
H 2.24545 2.86871 0.03971 -0.2969 0.2639 -0.1178
H 4.68779 2.80937 -0.27840 -0.0810 0.1131 -0.3591
H 4.83825 2.25263 1.35588 0.4572 0.4941 0.3454
H 4.53755 5.18564 -0.71186 0.4000 -0.1879 -0.0707
H 3.98506 6.21314 0.59807 0.1070 -0.1353 0.1817
H 2.87900 5.14370 -0.22186 -0.3277 -0.4868 0.3450
H 3.57981 0.47131 0.63287 0.2066 -0.5501 0.2026
H 2.73365 0.90068 -0.65471 0.0964 -0.2816 -0.4097
C -2.72768 0.13629 -4.22376 -0.4672 0.5911 -0.7014
C -3.53092 1.25554 -3.48478 -0.5099 -0.7029 -2.0151
C -5.09265 1.11826 -3.50838 0.8130 -1.7761 -0.0542
O -5.74314 0.96574 -4.76169 0.5333 0.3884 0.5412
C -5.74702 2.16852 -5.52500 -0.6707 -1.2483 -0.0625
N -3.07401 1.38450 -2.14344 -0.0866 0.6668 0.6270
H -2.95736 -0.90210 -3.98482 -0.2057 0.0546 0.7304
H -1.65240 0.28919 -4.13168 -0.0210 0.0894 0.4172
H -2.88411 0.13744 -5.30248 -0.3080 0.3617 -0.1554
H -3.36532 2.21412 -3.97652 0.6223 0.0628 -0.2140
H -5.55362 1.87635 -2.87520 -0.0154 0.5272 -0.1516
H -5.25228 0.17716 -2.98212 -0.4114 -0.2134 0.0091
H -6.04013 2.98791 -4.86865 0.3805 0.4150 -0.2406
H -6.53454 2.00092 -6.25973 -0.0309 0.2883 -0.0832
H -4.81306 2.26186 -6.07916 0.1728 0.5597 0.2580
H -3.35798 0.58432 -1.59648 0.0678 -0.2615 0.0210
H -3.67263 2.12179 -1.79970 0.2170 0.4602 1.0130
C -4.25247 -2.71714 3.51331 0.5010 0.7063 0.1439
C -2.91289 -1.87273 3.49215 -1.9845 -1.4520 0.1246
C -1.73445 -2.77398 3.34012 1.0541 -0.1232 1.1698
O -1.60607 -3.68788 4.42637 -0.5009 -0.3884 -0.0673
C -0.45022 -4.53333 4.44394 -0.0641 1.1195 -0.5946
N -2.89795 -0.95960 2.35646 -0.0070 0.6644 0.8819
H -4.41118 -3.26740 2.58588 0.3610 -0.1583 -0.1127
H -5.16035 -2.12537 3.63023 0.1803 0.4467 0.0568
H -4.23716 -3.41170 4.35322 0.2020 -0.1006 -0.1285
H -2.80360 -1.42329 4.47914 -0.1857 0.6443 -0.1566
H -0.92498 -2.05145 3.44408 0.7978 -0.2493 -0.6428
H -1.78191 -3.21789 2.34575 0.3169 -0.4633 -0.0793
H 0.37177 -4.01621 3.94894 0.2400 -0.0487 0.0234
H -0.61090 -5.46367 3.89918 -0.1913 -0.1733 0.1071
H -0.15685 -4.70795 5.47909 -0.2474 -0.1402 -0.0460
H -2.98664 -1.51656 1.51859 -0.0439 -0.1400 -0.1532
H -2.01108 -0.48919 2.24561 0.4510 0.0397 0.2885
C -6.11742 3.57558 0.03071 0.5374 -0.2297 -0.1394
O -4.79819 3.03388 -0.03742 -0.5436 0.6581 -1.2654
H -6.18798 4.42563 -0.64792 0.0339 0.0078 -0.0085
H -6.84588 2.82468 -0.27521 -0.2222 -0.0244 0.0408
H -6.34799 3.91697 1.03986 -0.0765 0.0086 0.0811
H -4.60060 2.66293 0.82569 0.2009 -0.3929 1.0884
C 2.16182 -2.57921 2.24262 -0.0730 0.8825 0.1724
O 2.47008 -3.85992 2.69965 -0.0922 0.0819 0.6020
H 1.16674 -2.50034 1.80478 -0.2123 -0.1258 -0.3138
H 2.15137 -1.85507 3.05725 0.2868 -0.0272 0.1412
H 2.91685 -2.29549 1.50945 -0.0213 0.5434 -0.1903
H 2.59127 -4.31157 1.86125 0.1634 -1.1945 -0.2559
C 2.74240 -0.09531 -3.69697 0.6945 0.9050 0.6015
O 3.24474 0.80394 -2.68604 -0.1277 -0.8046 0.2865
H 3.61094 -0.51369 -4.20559 -0.1467 -0.4791 -0.1140
H 2.14385 -0.84826 -3.18423 -0.0333 -0.0548 -0.3584
H 2.18563 0.49472 -4.42496 -0.3539 -0.3448 0.0294
H 3.20678 1.67416 -3.08962 -0.0287 0.4534 -0.4336
C 5.45418 0.76924 3.68585 0.6999 0.8959 -0.2670
O 6.29330 0.60113 4.81676 -0.1824 -0.2436 0.5385
H 6.12426 0.75729 2.82623 -0.5102 -0.4304 -0.5863
H 4.64366 0.04237 3.63280 0.3132 -0.1076 0.0993
H 5.05174 1.78144 3.72564 -0.5549 -0.0075 -0.1122
H 6.74328 1.44693 4.87798 0.2331 -0.1353 0.3576
C -0.83547 0.43973 -0.09415 1.3334 -0.8502 0.2047
O -0.14526 -0.21747 0.97525 -1.2865 -0.2698 0.8545
H -1.91856 0.32291 -0.05698 0.1572 -0.0413 0.5385
H -0.54750 1.49042 -0.05908 -0.2435 0.0691 -0.6022
H -0.46800 -0.12470 -0.95117 -0.3323 0.7989 -0.8561
H 0.79564 -0.12012 0.81144 0.6214 0.3686 -0.0461
```
Forces are in eV/Å.

These are the Löwdin partial charges, in e, on atoms 1 to 99: atom 1 (C): -0.06, atom 2 (C): -0.46, atom 3 (C): -0.23, atom 4 (O): -0.19, atom 5 (C): -0.09, atom 6 (N): 0.04, atom 7 (H): 0.07, atom 8 (H): 0.07, atom 9 (H): 0.06, atom 10 (H): 0.13, atom 11 (H): 0.12, atom 12 (H): 0.13, atom 13 (H): 0.09, atom 14 (H): 0.09, atom 15 (H): 0.08, atom 16 (H): 0.07, atom 17 (H): 0.08, atom 18 (C): -0.06, atom 19 (C): -0.39, atom 20 (C): -0.18, atom 21 (O): -0.18, atom 22 (C): -0.13, atom 23 (N): 0.04, atom 24 (H): 0.08, atom 25 (H): 0.07, atom 26 (H): 0.06, atom 27 (H): 0.13, atom 28 (H): 0.13, atom 29 (H): 0.12, atom 30 (H): 0.09, atom 31 (H): 0.09, atom 32 (H): 0.09, atom 33 (H): 0.10, atom 34 (H): 0.09, atom 35 (C): -0.06, atom 36 (C): -0.43, atom 37 (C): -0.17, atom 38 (O): -0.21, atom 39 (C): -0.09, atom 40 (N): 0.04, atom 41 (H): 0.08, atom 42 (H): 0.08, atom 43 (H): 0.08, atom 44 (H): 0.12, atom 45 (H): 0.12, atom 46 (H): 0.13, atom 47 (H): 0.09, atom 48 (H): 0.06, atom 49 (H): 0.09, atom 50 (H): 0.09, atom 51 (H): 0.10, atom 52 (C): -0.06, atom 53 (C): -0.44, atom 54 (C): -0.15, atom 55 (O): -0.18, atom 56 (C): -0.10, atom 57 (N): 0.05, atom 58 (H): 0.08, atom 59 (H): 0.09, atom 60 (H): 0.06, atom 61 (H): 0.12, atom 62 (H): 0.12, atom 63 (H): 0.12, atom 64 (H): 0.09, atom 65 (H): 0.05, atom 66 (H): 0.08, atom 67 (H): 0.08, atom 68 (H): 0.05, atom 69 (C): -0.08, atom 70 (C): -0.40, atom 71 (C): -0.19, atom 72 (O): -0.19, atom 73 (C): -0.08, atom 74 (N): 0.01, atom 75 (H): 0.07, atom 76 (H): 0.08, atom 77 (H): 0.05, atom 78 (H): 0.14, atom 79 (H): 0.12, atom 80 (H): 0.11, atom 81 (H): 0.06, atom 82 (H): 0.08, atom 83 (H): 0.09, atom 84 (H): 0.06, atom 85 (H): 0.06, atom 86 (C): -0.05, atom 87 (C): -0.39, atom 88 (C): -0.14, atom 89 (O): -0.25, atom 90 (C): -0.11, atom 91 (N): 0.05, atom 92 (H): 0.05, atom 93 (H): 0.08, atom 94 (H): 0.07, atom 95 (H): 0.13, atom 96 (H): 0.09, atom 97 (H): 0.13, atom 98 (H): 0.08, atom 99 (H): 0.08